This record from OMol25 describes a cluster of 2 separate species, C4H13N2 in total. The level of theory is ωB97M-V/def2-TZVPD.

```
! RIJCOSX wB97M-V def2-TZVPD def2/J DEFGRID3
* xyz 1 1
C -1.36 -0.87 -0.70
N -2.78 -1.05 -0.69
C -0.94 0.07 0.55
N 0.39 0.25 0.49
C 4.13 0.05 0.02
C -1.70 1.43 0.33
H -1.03 -0.36 -1.60
H -0.83 -1.82 -0.58
H -3.10 -1.20 -1.63
H -3.10 -1.83 -0.13
H -1.30 -0.39 1.49
H 0.75 0.45 1.44
H 4.04 -0.98 0.38
H 4.99 0.50 0.52
H 3.26 0.68 0.16
H 4.31 -0.05 -1.05
H -1.61 2.04 1.23
H -2.75 1.11 0.32
H -1.38 1.98 -0.54
*
```

## Properties
Energy relative to the best compared isomer or geometry (same formula, charge and spin) (kcal per mole): 130.6
HOMO (eV): -14.653
DFT total energy (a.u.): -269.29261
Frontier orbital gap (eV): 6.20